Below is a structure of composition C21H35NOP2Zr, with properties calculated with ωB97M-V/def2-TZVPD.

CARTESIAN COORDINATES (ANGSTROEM)
P (2.060, -1.775, -0.129)
H (2.700, -3.530, 1.406)
H (-3.872, 0.226, 0.099)
O (0.943, 0.625, -2.018)
C (1.652, 3.193, 2.313)
H (0.947, -3.603, 0.986)
H (1.280, 2.861, 0.200)
C (-3.013, -3.014, 2.920)
H (-2.736, -3.225, -0.965)
C (2.848, 2.083, -2.457)
H (-0.861, 3.607, -1.258)
H (-1.545, -1.430, 2.779)
H (1.156, 0.894, 4.792)
C (-2.152, -2.164, 2.249)
H (3.366, -3.483, -1.249)
H (-2.111, 1.699, -3.238)
H (-3.674, 2.217, -2.513)
Zr (0.067, -0.001, -0.394)
C (-3.708, -4.006, 0.813)
C (0.745, 0.563, 2.703)
H (0.392, -0.464, 2.860)
P (-2.069, 1.553, -0.821)
H (-2.593, 3.907, -0.865)
C (2.524, -2.837, -1.532)
C (-2.860, 1.481, -2.463)
H (4.425, -1.663, 0.391)
H (3.589, 1.374, -2.868)
C (-3.802, -3.937, 2.216)
H (1.954, 3.242, 4.455)
H (2.212, 1.618, -4.888)
C (1.240, 2.430, 1.210)
H (1.663, -3.455, -1.822)
H (0.757, 2.513, -2.692)
H (2.805, -2.212, -2.391)
H (-4.326, -4.724, 0.269)
N (-1.213, -1.419, 0.144)
H (0.446, 1.539, -4.792)
H (-3.257, 0.471, -2.637)
C (-3.422, 1.198, 0.346)
H (1.420, 0.109, -4.381)
H (3.494, -0.381, 1.245)
H (1.523, -2.391, 2.151)
C (1.374, 1.208, -4.306)
H (-3.077, -2.963, 4.011)
H (1.995, 4.218, 2.151)
C (1.447, 1.660, -2.860)
H (3.110, 3.076, -2.846)
H (-4.173, 1.997, 0.283)
C (-2.029, -2.221, 0.812)
H (-3.022, 1.134, 1.369)
H (3.867, -0.194, -0.486)
H (-1.409, 3.514, 0.436)
C (-2.843, -3.184, 0.122)
H (-4.487, -4.604, 2.751)
C (0.779, 1.127, 1.429)
C (1.788, -2.942, 1.238)
C (3.618, -0.924, 0.298)
C (1.176, 1.332, 3.793)
H (2.970, 2.108, -1.366)
C (1.625, 2.645, 3.601)
C (-1.700, 3.323, -0.605)

Values from the calculation:
Net charge: 0
Calculated total energy (a.u.): -1680.9729
HOMO (eV): -6.158
Kohn-Sham gap (eV): 6.547
F_max (eV/A): 3.418